(1)
{
  "formula": "C23H19N3O5",
  "method": "the ωB97M-V functional and the def2-TZVPD basis",
  "species": ["C", "H", "O", "C", "C", "C", "C", "C", "C", "C", "N", "C", "C", "C", "C", "H", "C", "O", "O", "H", "C", "O", "N", "C", "O", "N", "C", "C", "C", "C", "C", "C", "C", "H", "H", "H", "H", "H", "H", "H", "C", "H", "H", "H", "H", "H", "H", "H", "H", "H"],
  "positions_angstrom": [[0.61630, -3.72481, -0.22112], [0.15122, -4.44341, 0.40653], [-0.15799, -2.77323, -0.63608], [-1.40570, -2.85578, -1.14632], [-1.88548, -4.00181, -1.57264], [-3.17342, -4.18648, -1.88225], [-4.04545, -3.04360, -2.07309], [-3.34546, -1.91492, -2.00596], [-2.08012, -1.69646, -1.41758], [-1.76578, -0.35135, -1.13168], [-0.87084, -0.27240, 0.13472], [-0.42038, 1.05540, 0.33494], [-0.94764, 2.29010, -0.61866], [-1.61973, 1.90247, -1.55855], [-1.97885, 0.72967, -2.04924], [-2.66146, 0.59732, -2.73585], [-2.13506, 3.24930, -2.51022], [-3.12029, 3.76460, -2.39896], [-0.95336, 3.32984, -3.35585], [-1.24891, 4.26505, -3.67202], [-0.38170, 3.54326, -0.09266], [-0.66802, 4.52548, -0.45632], [0.28961, 3.44744, 1.23979], [0.54582, 2.42539, 2.10141], [1.47517, 2.42977, 2.81302], [0.11860, 1.11970, 1.43353], [0.45486, 0.14405, 2.14667], [2.09781, -0.44607, 1.94542], [2.93685, -0.15742, 3.00945], [4.21692, -0.52361, 2.61718], [4.74137, -0.96277, 1.30207], [3.75848, -0.90055, 0.22005], [2.35551, -0.71091, 0.64289], [1.54869, -0.60981, -0.19849], [3.92643, -1.14918, -0.70274], [5.75455, -1.27380, 1.15514], [5.15139, -0.48195, 3.21458], [2.56378, 0.03491, 4.12370], [0.47336, 0.22835, 3.33024], [-0.01173, -0.80412, 2.10579], [0.54065, 4.79485, 1.70581], [0.35365, 5.61393, 1.24219], [0.33776, 5.07524, 2.69543], [1.74242, 4.93331, 1.68462], [-3.93554, -1.02915, -2.10442], [-5.01792, -3.39044, -2.71739], [-3.61196, -5.26787, -2.16209], [-1.44082, -4.97780, -1.24787], [1.70310, -3.32587, 0.09378], [1.02929, -4.22386, -1.03092]],
  "smiles": "COc1ccccc1-c1cc(C(=O)O)c2c(=O)n(C)c(=O)n(Cc3ccccc3)c2n1",
  "e_above_lowest_kcal_mol": 353.3,
  "total_energy_ev": -38853.79460,
  "e_homo_ev": -8.03,
  "e_lumo_ha": -0.0065
}

(2)
{
  "formula": "C23H20BCl3N8Ru",
  "method": "the ωB97M-V functional and the def2-TZVPD basis",
  "species": ["Ru", "C", "C", "N", "N", "C", "B", "N", "C", "C", "C", "N", "N", "C", "C", "C", "N", "H", "H", "H", "H", "H", "H", "H", "H", "H", "H", "N", "C", "C", "C", "C", "C", "C", "C", "C", "C", "C", "C", "C", "H", "H", "H", "H", "H", "H", "H", "H", "H", "H", "Cl", "C", "Cl", "Cl", "C", "N"],
  "positions_angstrom": [[-0.00549, -0.07557, -0.04401], [-1.07947, -2.19971, 3.52642], [-0.32068, -2.07730, 2.36913], [-0.68819, -0.98028, 1.69773], [-1.68041, -0.39376, 2.40041], [-1.93132, -1.11282, 3.50281], [-2.42291, 0.81072, 1.81235], [-2.90053, 0.37911, 0.39868], [-4.11590, 0.37154, -0.14891], [-4.01135, -0.03445, -1.47192], [-2.66044, -0.26504, -1.65913], [-1.99234, -0.01720, -0.51896], [-1.41678, 1.96029, 1.58707], [-1.46146, 3.23964, 1.96930], [-0.36481, 3.90186, 1.43914], [0.31670, 2.93284, 0.72001], [-0.32358, 1.76037, 0.82151], [-1.02211, -2.97429, 4.26988], [0.45343, -2.72673, 1.99249], [-2.70578, -0.80845, 4.18705], [-3.33318, 1.15604, 2.49463], [-4.97525, 0.67314, 0.42702], [-4.80215, -0.13075, -2.19421], [-2.14438, -0.55424, -2.56149], [-2.26573, 3.59720, 2.59070], [-0.10141, 4.93704, 1.56295], [1.23463, 3.01114, 0.15954], [-0.04347, -1.86758, -1.28625], [0.52918, -3.16589, -0.94557], [-0.16753, -4.32655, -1.22476], [0.43276, -5.55341, -0.97670], [1.72347, -5.60722, -0.46927], [2.40692, -4.43697, -0.17951], [1.80969, -3.20120, -0.41318], [2.43090, -1.94506, 0.03078], [3.78813, -1.68860, 0.05901], [4.29310, -0.54130, 0.69303], [3.46636, 0.32732, 1.36587], [2.07872, 0.08189, 1.39530], [1.62616, -0.94070, 0.57721], [-1.02854, -2.01548, -1.49149], [0.38611, -1.57904, -2.16491], [-1.16462, -4.28252, -1.64776], [-0.10761, -6.46585, -1.18714], [2.19178, -6.56314, -0.28055], [3.39329, -4.48076, 0.26398], [4.46897, -2.38598, -0.41308], [5.36275, -0.37928, 0.70502], [3.86889, 1.14305, 1.95081], [1.42976, 0.64736, 2.04468], [0.98825, 1.36655, -5.28841], [1.45041, 2.25025, -3.83850], [0.71039, 3.84592, -3.78647], [3.20260, 2.34322, -3.66985], [0.94551, 1.49715, -2.67582], [0.55633, 0.91573, -1.77226]],
  "total_energy_ev": -76909.23861,
  "charge": 2,
  "e_homo_ev": [-14.51, -14.51],
  "e_lumo_ha": [-0.2864, -0.2864]
}

(3)
{
  "formula": "C23H20BCoN8O2",
  "method": "the ωB97M-V functional and the def2-TZVPD basis",
  "species": ["Co", "O", "C", "C", "C", "C", "C", "C", "C", "N", "N", "C", "O", "C", "C", "C", "C", "C", "C", "H", "H", "H", "H", "H", "H", "H", "H", "H", "H", "C", "C", "N", "N", "C", "B", "N", "C", "C", "C", "N", "N", "C", "C", "C", "N", "H", "H", "H", "H", "H", "H", "H", "H", "H", "H"],
  "positions_angstrom": [[0.07769, 0.22016, 0.28545], [-1.30442, 1.29384, -0.72864], [-1.29026, 1.50177, -1.99791], [-1.89767, 2.67394, -2.52262], [-1.90014, 2.96411, -3.86797], [-1.31512, 2.09030, -4.78733], [-0.73953, 0.92666, -4.31863], [-0.70124, 0.60698, -2.95750], [-0.16023, -0.67488, -2.56103], [0.23204, -0.94845, -1.37523], [0.56038, -2.24270, -1.08253], [0.30442, -2.49921, 0.18361], [-0.30587, -1.68952, 0.96696], [0.75352, -3.80586, 0.71996], [0.41895, -4.14626, 2.02920], [0.89096, -5.31952, 2.59311], [1.70508, -6.16969, 1.85696], [2.03189, -5.84233, 0.54698], [1.55911, -4.67105, -0.02001], [-2.34471, 3.35576, -1.80909], [-2.36272, 3.88126, -4.21641], [-1.32595, 2.31808, -5.84597], [-0.27957, 0.23658, -5.01996], [-0.17232, -1.48137, -3.29848], [-0.20956, -3.46621, 2.58799], [0.63199, -5.57680, 3.61333], [2.08111, -7.08326, 2.30169], [2.66711, -6.50783, -0.02571], [1.80566, -4.40179, -1.03864], [2.18865, 4.02501, -0.96594], [1.52494, 2.83284, -1.29401], [1.36617, 2.07878, -0.21522], [1.91366, 2.74928, 0.81029], [2.41340, 3.92582, 0.39106], [2.02160, 2.09444, 2.20258], [2.70701, 0.73033, 1.97636], [3.91350, 0.32980, 2.41754], [4.21644, -0.86889, 1.80780], [3.10782, -1.12656, 0.98746], [2.20731, -0.16126, 1.10463], [0.61367, 1.88133, 2.78782], [0.10921, 2.33935, 3.94638], [-1.17466, 1.84994, 4.08214], [-1.37149, 1.07879, 2.92869], [-0.28958, 1.11197, 2.16612], [2.44591, 4.83944, -1.62133], [1.17286, 2.50477, -2.25767], [2.91135, 4.59379, 1.07489], [2.67929, 2.77628, 2.93715], [4.47653, 0.92645, 3.11621], [5.10023, -1.47205, 1.92612], [2.93551, -1.96429, 0.33556], [0.68753, 2.98427, 4.58679], [-1.86087, 2.01305, 4.89496], [-2.23496, 0.51152, 2.62162]],
  "total_energy_ev": -78500.17202,
  "charge": -1,
  "e_homo_ev": [-4.17, -4.15],
  "e_lumo_ha": [0.1076, 0.1075],
  "multiplicity": 4
}